# C5H13N4

An isolated ion of composition C5H13N4 and charge +1 at a distorted geometry (the ωB97M-V functional and the def2-TZVPD basis, the Open Molecules 2025 dataset).

XYZ file:
```
22
C5H13N4 (the ωB97M-V functional and the def2-TZVPD basis)
C -1.94 -1.61 -0.01
C -2.27 -0.16 0.28
C -0.96 0.46 0.24
C -0.59 1.09 -1.24
C 2.43 -1.04 0.69
N -0.73 -1.91 0.07
N 0.04 -0.84 0.42
N -0.74 1.52 1.14
N 1.26 -1.00 -0.29
H -2.76 -2.22 -0.35
H -3.16 0.25 -0.17
H -2.67 -0.01 1.31
H 0.32 1.67 -1.21
H -1.34 1.76 -1.73
H -0.47 0.25 -2.07
H 2.54 -0.01 1.02
H 2.04 -1.75 1.48
H 3.37 -1.43 0.23
H -1.33 1.59 1.88
H 0.22 1.94 1.26
H 1.37 -0.33 -1.01
H 1.15 -1.97 -0.75
```

Values from the calculation:
HOMO level: -13.1 eV
energy relative to the best compared isomer or geometry (same formula, charge and spin): 341.0 kJ/mol
net charge: +1
structure (SMILES): C[NH2+]N1N=CC[C@@]1(C)N
spin multiplicity: 1
frontier orbital gap: 10.1 eV

Mulliken atomic charge list, values in e, 2 entries: atom 1 (C): -0.127, atom 2 (C): -0.716

---

# C4H4O2Rb

C4H4O2Rb as an isolated structure at a distorted geometry (the ωB97M-V functional and the def2-TZVPD basis, the Open Molecules 2025 dataset).

XYZ file:
```
11
C4H4O2Rb (the ωB97M-V functional and the def2-TZVPD basis)
C -0.85 -0.43 -1.64
O -1.21 0.73 -1.60
H -1.16 1.30 -2.40
C -1.17 -1.64 -0.63
C -2.06 -1.36 0.51
C -1.75 -0.98 1.74
O -1.53 -1.08 2.89
Rb -0.61 -1.43 6.36
H -1.58 -2.41 -1.31
H -0.16 -2.00 -0.36
H -3.11 -0.85 0.57
```

Values from the calculation:
HOMO level (spin up / spin down): -16.6 / -16.8 eV
energy relative to the best compared isomer or geometry (same formula, charge and spin): 0.0 kJ/mol
net charge: +2
spin multiplicity: 2
frontier orbital gap (spin up / spin down): 8.4 / 7.3 eV

Mulliken atomic charge list, values in e, 2 entries: atom 1 (C): 0.249, atom 2 (O): -0.177

---

# C3H3FN2O

The molecule C3H3FN2O at a distorted geometry (the ωB97M-V functional and the def2-TZVPD basis, the Open Molecules 2025 dataset).

XYZ file:
```
10
C3H3FN2O (the ωB97M-V functional and the def2-TZVPD basis)
C 0.63 -0.66 0.28
C -0.82 -0.96 0.00
C 0.67 0.85 -0.03
H 0.87 -0.83 1.35
H -1.27 -1.95 -0.03
H -1.01 2.08 -0.57
N -1.51 0.08 -0.25
N -0.67 1.17 -0.19
O 1.61 1.59 -0.09
F 1.51 -1.37 -0.48
```

Values from the calculation:
HOMO level: -10.0 eV
energy relative to the best compared isomer or geometry (same formula, charge and spin): 120.1 kJ/mol
structure (SMILES): O=C1NN=C[C@H]1F
spin multiplicity: 1
frontier orbital gap: 10.3 eV

Mulliken atomic charge list, values in e, 2 entries: atom 1 (C): 0.618, atom 2 (C): -0.351

---

# C30H22CoFN6O7

C30H22CoFN6O7 as an isolated structure at a distorted geometry (the ωB97M-V functional and the def2-TZVPD basis, the Open Molecules 2025 dataset).

XYZ file:
```
67
C30H22CoFN6O7 (the ωB97M-V functional and the def2-TZVPD basis)
Co 0.27 1.12 1.14
C -0.02 0.17 -3.06
C 0.17 0.85 -1.76
N -0.20 0.34 -0.68
N -0.76 -0.93 -0.75
C -0.65 -1.38 0.50
O -0.25 -0.65 1.49
C -0.88 -2.87 0.68
C -1.02 -3.71 -0.43
C -1.13 -5.08 -0.21
C -1.15 -5.57 1.08
C -1.04 -4.71 2.21
C -0.94 -3.36 1.98
C 0.75 2.22 -1.58
C 1.02 3.03 -2.63
C 1.56 4.28 -2.32
C 1.72 4.72 -0.98
C 1.41 3.77 -0.04
N 0.94 2.54 -0.29
H -0.27 -0.86 -2.88
H 0.87 0.22 -3.71
H -0.84 0.68 -3.60
H -1.02 -3.37 -1.45
H -1.23 -5.73 -1.04
H -1.28 -6.64 1.23
H -1.02 -5.18 3.19
H -0.85 -2.64 2.81
H 0.77 2.74 -3.64
H 1.73 4.98 -3.12
H 2.13 5.69 -0.69
H 1.52 4.00 1.02
O 2.21 2.51 4.30
C 1.90 2.03 3.24
O 0.80 2.27 2.61
C 2.85 1.17 2.45
C 4.20 1.12 2.85
C 5.08 0.45 2.10
C 4.59 -0.19 0.92
C 5.52 -0.81 0.02
C 5.02 -1.40 -1.11
C 3.64 -1.48 -1.35
C 2.74 -0.85 -0.54
C 3.21 -0.16 0.61
N 2.37 0.60 1.38
H 4.45 1.67 3.76
H 6.15 0.49 2.29
H 6.58 -0.79 0.21
H 5.73 -1.89 -1.74
H 3.28 -2.04 -2.20
H 1.68 -0.95 -0.73
F -4.05 -0.87 -2.90
C -4.43 -0.58 -1.65
C -4.07 0.55 -1.08
N -4.39 0.98 0.19
C -3.92 2.30 0.66
C -2.40 2.27 0.39
O -2.09 2.79 -0.69
O -1.63 1.68 1.24
C -5.14 0.15 1.00
O -5.42 0.34 2.16
N -5.60 -1.01 0.36
C -5.28 -1.51 -0.90
O -5.72 -2.57 -1.30
H -3.51 1.29 -1.68
H -4.20 2.38 1.70
H -4.36 3.07 0.02
H -6.08 -1.67 0.96
```

Values from the calculation:
HOMO level (spin up / spin down): -8.6 / -8.6 eV
energy relative to the best compared isomer or geometry (same formula, charge and spin): 19.8 kJ/mol
spin multiplicity: 5
frontier orbital gap (spin up / spin down): 7.8 / 6.7 eV

Mulliken atomic charge list, values in e, 2 entries: atom 1 (Co): 0.452, atom 2 (C): -2.082

---

# C2H5InNO4

C2H5InNO4 as an isolated structure at a distorted geometry (the ωB97M-V functional and the def2-TZVPD basis, the Open Molecules 2025 dataset).

XYZ file:
```
13
C2H5InNO4 (the ωB97M-V functional and the def2-TZVPD basis)
In -2.96 0.33 2.04
C 0.36 -1.10 -1.74
C -0.18 0.29 -1.38
O -1.03 0.60 -0.25
H 0.70 -1.14 -2.78
H -0.43 -1.85 -1.71
H 1.13 -1.47 -1.06
H -0.66 0.78 -2.24
H 0.78 0.79 -1.30
N 0.59 0.71 2.59
O 0.34 -0.52 2.60
O 1.70 1.08 2.34
O -0.33 1.50 2.88
```

Values from the calculation:
HOMO level: -13.7 eV
energy relative to the best compared isomer or geometry (same formula, charge and spin): 7.7 kJ/mol
net charge: +1
spin multiplicity: 1
frontier orbital gap: 3.9 eV

Mulliken atomic charge list, values in e, 2 entries: atom 1 (In): 0.947, atom 2 (C): -0.966

---

# C6H12O

The molecule C6H12O at a distorted geometry (the ωB97M-V functional and the def2-TZVPD basis, the Open Molecules 2025 dataset).

XYZ file:
```
19
C6H12O (the ωB97M-V functional and the def2-TZVPD basis)
O -2.95 -0.99 0.37
C -1.79 -0.99 0.68
C -0.68 -0.94 -0.31
C 0.38 0.11 0.08
C -0.23 1.54 -0.03
C 1.70 -0.09 -0.62
C 2.83 0.82 -0.09
H -1.48 -0.93 1.74
H -0.21 -1.93 -0.19
H -1.07 -0.82 -1.31
H 0.59 -0.05 1.15
H -1.31 1.48 0.06
H -0.02 2.01 -0.99
H 0.16 2.14 0.78
H 2.03 -1.13 -0.65
H 1.58 0.18 -1.67
H 3.73 0.51 -0.62
H 2.97 0.62 0.97
H 2.64 1.87 -0.27
```

Values from the calculation:
HOMO level: -9.7 eV
energy relative to the best compared isomer or geometry (same formula, charge and spin): 57.9 kJ/mol
structure (SMILES): CC[C@@H](C)CC=O
spin multiplicity: 1
frontier orbital gap: 10.8 eV

Mulliken atomic charge list, values in e, 2 entries: atom 1 (O): -0.472, atom 2 (C): -0.096

---

# C17H30FNO4S

C17H30FNO4S as an isolated structure at a distorted geometry (the ωB97M-V functional and the def2-TZVPD basis, the Open Molecules 2025 dataset).

XYZ file:
```
54
C17H30FNO4S (the ωB97M-V functional and the def2-TZVPD basis)
C -0.99 -4.86 2.14
C -0.40 -4.00 1.35
C -1.22 -2.90 0.70
C -0.38 -1.66 0.37
C -1.20 -0.51 -0.27
F -1.87 -1.14 -1.33
C -2.28 0.02 0.67
C -3.54 0.54 0.00
C -4.83 0.25 0.72
N -3.62 1.18 -1.08
C -0.30 0.57 -0.92
C -0.27 1.93 -0.21
O 0.60 1.84 0.93
C 0.06 2.38 2.13
C 1.24 2.98 2.92
C 1.15 0.13 -1.13
C 2.01 1.10 -1.96
C 1.58 1.06 -3.44
C 3.48 0.60 -1.93
C 4.09 0.90 -0.54
O 1.07 -1.10 -1.90
S 0.91 -2.26 -0.80
O 0.45 -3.39 -1.51
O 2.13 -2.50 -0.11
H -1.79 -4.50 2.79
H -0.74 -5.92 2.17
H 0.67 -4.07 1.22
H -2.04 -2.70 1.40
H -1.65 -3.34 -0.20
H 0.12 -1.29 1.26
H -1.91 0.75 1.39
H -2.60 -0.82 1.29
H -4.78 0.76 1.69
H -5.01 -0.82 0.85
H -5.65 0.73 0.19
H -2.67 1.32 -1.45
H -0.71 0.75 -1.91
H -1.26 2.32 0.04
H 0.17 2.68 -0.88
H -0.31 1.55 2.74
H -0.70 3.14 1.97
H 0.92 3.75 3.62
H 1.79 2.20 3.45
H 1.94 3.39 2.20
H 1.68 -0.06 -0.20
H 2.04 2.11 -1.57
H 2.01 0.18 -3.91
H 0.49 1.04 -3.58
H 1.95 1.94 -3.97
H 3.55 -0.45 -2.20
H 4.01 1.25 -2.63
H 3.61 1.77 -0.09
H 3.86 0.07 0.14
H 5.16 1.11 -0.58
```

Values from the calculation:
HOMO level: -9.1 eV
spin multiplicity: 1
frontier orbital gap: 9.6 eV

Mulliken atomic charge list, values in e, 2 entries: atom 1 (C): -0.752, atom 2 (C): -0.465

---

# C2H7BO2S

A 2-piece molecular cluster, C2H7BO2S overall at a distorted geometry (the ωB97M-V functional and the def2-TZVPD basis, the Open Molecules 2025 dataset).

XYZ file:
```
13
C2H7BO2S (the ωB97M-V functional and the def2-TZVPD basis)
B 1.18 -1.99 1.43
C -1.78 2.30 -2.16
C -0.76 2.17 -1.30
O 0.30 -1.95 2.46
O 1.89 -3.11 1.39
S 1.08 -0.57 0.31
H 0.76 0.34 1.25
H -2.05 3.25 -2.64
H -2.62 1.68 -2.27
H -0.47 1.22 -0.94
H -0.18 2.94 -0.97
H 0.12 -2.81 2.69
H 2.55 -3.47 0.76
```

Values from the calculation:
HOMO level: -9.6 eV
energy relative to the best compared isomer or geometry (same formula, charge and spin): 30.8 kJ/mol
structure (SMILES): OB(O)S.C=C
spin multiplicity: 1
frontier orbital gap: 9.9 eV

Mulliken atomic charge list, values in e, 2 entries: atom 1 (B): 0.609, atom 2 (C): -0.562

---

# C21H36F3FeN5O2S2Si

C21H36F3FeN5O2S2Si as an isolated structure (the ωB97M-V functional and the def2-TZVPD basis, the Open Molecules 2025 dataset).

XYZ file:
```
71
C21H36F3FeN5O2S2Si (the ωB97M-V functional and the def2-TZVPD basis)
Fe 0.18 -0.35 -0.07
C 1.34 -2.13 -2.68
C 2.07 -0.79 -2.63
N 2.31 -0.34 -1.26
C 3.50 -0.83 -0.59
C 3.39 -2.27 -0.10
S 1.84 -2.57 0.80
C 1.07 -3.91 -0.17
C -0.02 -3.49 -1.17
N 0.21 -2.16 -1.73
H 2.02 -2.94 -2.42
H 1.01 -2.32 -3.71
H 1.43 -0.03 -3.09
H 2.99 -0.85 -3.22
H 2.36 0.67 -1.28
H 3.66 -0.19 0.28
H 4.40 -0.75 -1.23
H 4.21 -2.48 0.58
H 3.45 -2.99 -0.92
H 0.62 -4.58 0.56
H 1.89 -4.44 -0.65
H -0.98 -3.47 -0.66
H -0.08 -4.26 -1.96
H -0.64 -1.84 -2.19
C 0.02 -2.08 3.96
N -1.34 -1.62 3.83
C -2.05 -1.05 4.98
C -3.48 -0.84 4.44
N -3.35 -1.26 3.06
C -2.10 -1.65 2.74
S -1.67 -2.12 1.17
H 0.66 -1.26 4.26
H 0.35 -2.47 3.00
H 0.05 -2.88 4.71
H -1.56 -0.12 5.27
H -2.02 -1.75 5.81
H -3.78 0.21 4.51
H -4.21 -1.45 4.97
H -4.01 -1.03 2.33
C -1.14 0.83 -3.99
Si -1.47 1.36 -2.21
C -2.31 3.04 -2.25
C -2.73 0.14 -1.53
N -0.03 1.29 -1.25
C 0.84 2.36 -1.13
C 1.76 2.47 -0.07
C 2.66 3.52 0.01
C 2.69 4.51 -0.96
C 1.80 4.43 -2.01
C 0.90 3.38 -2.11
H -2.02 1.00 -4.61
H -0.90 -0.23 -4.06
H -0.31 1.39 -4.43
H -3.39 2.91 -2.31
H -2.00 3.66 -3.09
H -2.09 3.60 -1.34
H -3.44 -0.14 -2.31
H -3.30 0.60 -0.72
H -2.31 -0.78 -1.13
H 1.72 1.74 0.73
H 3.34 3.56 0.85
H 3.39 5.33 -0.88
H 1.80 5.19 -2.78
H 0.24 3.33 -2.96
F -1.36 2.63 1.04
C -1.51 2.11 2.25
F -2.65 1.37 2.22
F -1.73 3.12 3.10
C -0.33 1.20 2.71
O -0.04 1.25 3.89
O 0.19 0.48 1.81
```

Values from the calculation:
HOMO level (spin up / spin down): -7.0 / -7.1 eV
spin multiplicity: 5
frontier orbital gap (spin up / spin down): 7.4 / 7.4 eV

Mulliken atomic charge list, values in e, 2 entries: atom 1 (Fe): 1.076, atom 2 (C): -0.977